Density functional theory data (ωB97M-V/def2-TZVPD) for a molecular structure, C7H14N in a non-equilibrium geometry.

Geometry as ORCA input:
```
! wB97M-V def2-TZVPD RIJCOSX def2/J DEFGRID3
* xyz 1 1
C -1.844 -0.029 0.239
C -0.821 0.723 0.083
C 1.455 -0.736 1.095
C 1.930 0.620 0.622
C -2.091 -1.623 0.287
C -0.590 2.198 -0.090
C 1.087 -0.682 -1.473
N 0.878 -0.119 -0.059
H -2.796 0.441 0.465
H 1.859 -1.670 0.901
H 0.825 -0.744 1.992
H 1.583 1.520 1.013
H 2.825 0.861 0.137
H -2.500 -1.892 -0.702
H -1.146 -2.254 0.383
H -2.767 -1.739 1.161
H 0.255 2.164 -0.844
H -0.218 2.843 0.765
H -1.467 2.775 -0.341
H 0.329 -1.273 -1.923
H 1.361 0.068 -2.179
H 1.853 -1.452 -1.533
*
```

Output
* DFT total energy: -329.4836 a.u.
* HOMO: -14.356 eV
* energy relative to the best compared isomer or geometry (same formula, charge and spin): 3.3723 eV
* molar mass: 112.20 g mol⁻¹
* gap between HOMO and LUMO: 11.16 eV



Density functional theory data (ωB97M-V/def2-TZVPD) for a gas-phase ion, C7H14N (charge +1) in a non-equilibrium geometry.

Geometry as ORCA input:
```
! wB97M-V def2-TZVPD RIJCOSX def2/J DEFGRID3
* xyz 1 1
C 0.517 -0.439 -1.675
C 1.574 -0.521 -2.379
C -0.783 -0.524 -1.192
C -0.751 0.012 0.236
C -0.746 1.541 0.152
C -1.811 -0.513 1.111
C 1.576 0.104 1.402
N 0.603 -0.457 0.590
H 2.576 -0.686 -2.031
H 1.728 -0.056 -3.454
H -1.544 -0.071 -1.941
H -0.961 -1.611 -1.149
H -1.136 2.033 1.071
H -1.228 1.802 -0.681
H 0.254 1.965 0.172
H -1.847 -0.084 2.144
H -1.577 -1.553 1.494
H -2.747 -0.373 0.629
H 2.538 -0.248 1.122
H 1.611 1.105 1.238
H 1.510 -0.004 2.581
H 0.643 -1.423 0.560
*
```

Output
* DFT total energy: -329.4627 a.u.
* HOMO: -13.669 eV
* energy relative to the best compared isomer or geometry (same formula, charge and spin): 3.9410 eV
* molar mass: 112.20 g mol⁻¹
* gap between HOMO and LUMO: 8.16 eV



Density functional theory data (ωB97M-V/def2-TZVPD) for a single C7H14N2 molecule in a non-equilibrium geometry.

Geometry as ORCA input:
```
! wB97M-V def2-TZVPD RIJCOSX def2/J DEFGRID3
* xyz 0 1
N -0.805 -0.300 1.536
N 0.021 0.834 1.224
C -0.100 2.086 2.013
C 0.718 -1.750 -0.632
C 1.470 -0.541 -1.219
C -0.818 -1.589 -0.604
C 0.543 0.707 -1.303
C -1.318 -0.361 0.152
C -0.505 0.866 -0.163
H -0.243 -1.139 1.767
H -1.138 2.350 2.159
H 0.442 1.924 2.959
H 0.331 2.916 1.511
H 0.946 -2.661 -1.227
H 1.129 -1.947 0.368
H 2.321 -0.349 -0.592
H 1.843 -0.783 -2.217
H -1.234 -1.539 -1.629
H -1.232 -2.464 -0.113
H -0.043 0.690 -2.235
H 1.201 1.579 -1.364
H -2.390 -0.237 0.038
H -1.139 1.709 -0.428
*
```

Output
* DFT total energy: -384.5580 a.u.
* SMILES: CN1N[C@@H]2CCCC[C@@H]21
* HOMO: -7.760 eV
* energy relative to the best compared isomer or geometry (same formula, charge and spin): 2.0095 eV
* molar mass: 126.20 g mol⁻¹
* gap between HOMO and LUMO: 8.84 eV



Density functional theory data (ωB97M-V/def2-TZVPD) for 2 unconnected molecules or ions with the total composition C7H14N2.

Geometry as ORCA input:
```
! wB97M-V def2-TZVPD RIJCOSX def2/J DEFGRID3
* xyz 0 1
C 1.246 -2.588 -2.432
C -1.492 -0.615 -1.324
C 0.304 -1.464 -2.127
C 0.270 -0.173 -2.552
N -0.804 -1.724 -1.364
N -0.876 0.375 -2.018
H -2.445 -0.577 -0.824
H -1.343 1.081 -2.567
H 0.943 0.409 -3.157
H 2.266 -2.302 -2.695
H 0.863 -3.084 -3.325
H 1.268 -3.264 -1.589
C -0.053 0.696 2.174
C -1.158 1.727 1.967
C 1.179 1.230 2.894
H -0.480 -0.126 2.722
H 0.192 0.304 1.187
H -0.977 2.433 1.153
H 0.957 1.324 3.959
H 2.044 0.565 2.823
H -1.268 2.366 2.848
H -2.124 1.243 1.814
H 1.488 2.167 2.432
*
```

Output
* DFT total energy: -384.6215 a.u.
* SMILES: Cc1c[nH]cn1.CCC
* HOMO: -8.679 eV
* energy relative to the best compared isomer or geometry (same formula, charge and spin): 0.2820 eV
* molar mass: 126.20 g mol⁻¹
* gap between HOMO and LUMO: 9.56 eV



Density functional theory data (ωB97M-V/def2-TZVPD) for 2 unconnected molecules or ions with the total composition C7H14N2 in a non-equilibrium geometry.

Geometry as ORCA input:
```
! wB97M-V def2-TZVPD RIJCOSX def2/J DEFGRID3
* xyz 0 1
C -1.510 -0.094 -3.163
C -0.932 -2.918 -0.868
C -1.003 -1.006 -2.122
C -0.526 -0.724 -0.845
N -1.329 -2.377 -2.094
N -0.369 -1.930 -0.092
H -0.974 -3.997 -0.558
H -0.299 -2.077 0.864
H -0.589 0.400 -0.654
H -0.718 0.625 -3.370
H -2.466 0.231 -2.831
H -1.342 -0.479 -4.116
C 1.017 1.928 1.962
C 0.371 0.835 2.830
C 1.910 1.382 0.681
H 0.319 2.431 1.509
H 1.685 2.540 2.506
H -0.488 1.286 3.326
H 2.878 1.062 0.919
H 1.041 0.307 3.485
H -0.086 -0.118 2.348
H 1.452 0.496 0.336
H 1.958 2.198 -0.054
*
```

Output
* DFT total energy: -384.5329 a.u.
* SMILES: Cc1c[nH]cn1.CCC
* HOMO: -8.471 eV
* energy relative to the best compared isomer or geometry (same formula, charge and spin): 2.6932 eV
* molar mass: 126.20 g mol⁻¹
* gap between HOMO and LUMO: 9.34 eV



Number 1 is which compound? C7H14N